This record from the OMol25 dataset describes an isolated molecule of C5H8O2. The level of theory is the ωB97M-V functional and the def2-TZVPD basis.

Geometry as XYZ:
```
15
Properties=species:S:1:pos:R:3:mulliken_charge:R:1
C 0.7420 0.1701 -2.2715 -1.261
C 0.2181 0.5491 -0.8917 -0.300
C -0.1298 -0.6117 0.0572 -0.495
C -0.3652 0.0049 1.4435 0.522
O -0.0009 1.1449 1.6584 -0.468
C -0.9513 -0.4390 2.7980 -0.082
O -0.3388 -1.0645 3.6244 -0.429
H 1.6679 -0.4121 -2.2042 0.333
H 0.9735 1.0829 -2.8335 0.345
H 0.0162 -0.4024 -2.8584 0.320
H -0.6692 1.1866 -0.9961 0.297
H 0.9622 1.1677 -0.3853 0.315
H -0.9753 -1.2056 -0.3200 0.340
H 0.7127 -1.3159 0.1291 0.288
H -1.8621 0.1451 3.0501 0.275
```

The net charge is 0. The total energy is -9408.4476 eV. Its SMILES is CCCC(=O)C=O. The calculation puts the LUMO energy at 0.55 eV. The calculation puts the HOMO-LUMO gap at 10.2 eV. The energy above the lowest of the compared OMol25 structures with the same formula, charge and spin is 133.6 kJ/mol. The calculation puts the highest occupied orbital energy at -9.6 eV.